H2O5P2 | wB97M-V/def2-TZVPD

```
9
Properties=species:S:1:pos:R:3
O 1.626 1.089 1.127
O 2.936 -0.880 0.300
O 1.009 0.212 -1.276
O -1.332 0.335 0.684
O -0.615 -2.204 -0.401
P -0.348 -1.518 0.887
P 1.552 -0.176 0.336
H -0.595 0.810 0.878
H 0.076 0.203 -0.804
```

Output
Net charge   -2
Gap between HOMO and LUMO   6.7 eV
M   144.0 g mol⁻¹
Structure (SMILES)   O=P(O)=P([O-])([O-])O
Lowest unoccupied orbital energy   7.3 eV